DFT (ωB97M-V/def2-TZVPD) results for the ion C3H5O2S with charge -1.

The geometry in XYZ format:
```
11
Properties=species:S:1:pos:R:3:forces:R:3
H 0.855814 -1.340728 0.220569 -0.114 -0.325 -0.036
C 0.887480 -0.279492 0.406041 0.363 0.347 -0.327
O -2.714099 0.067374 -0.161224 -0.801 0.518 0.129
C -1.658058 -0.524819 0.082821 0.607 -0.185 -0.702
O -1.468273 -1.729118 0.329447 0.134 -0.381 0.390
H 1.018366 -0.121762 1.469973 -0.070 0.039 0.176
H -0.580041 1.309945 0.366787 0.088 0.363 -0.088
S 2.434519 0.320740 -0.422362 -0.174 -0.018 0.101
C -0.379922 0.364351 -0.122089 -0.034 -0.529 0.323
H -0.307159 0.509181 -1.201129 -0.010 0.131 -0.008
H 1.911374 1.424324 -0.968837 0.010 0.040 0.042
```
Forces are in eV/Å.

Energy above the lowest of the compared OMol25 structures with the same formula, charge and spin in eV: 0.067
Molecular weight in g mol⁻¹: 105.138
Net charge: -1
HOMO level in eV: -4.15
Largest force on an atom in Eh/bohr: 0.019